Run w
# C9H14

A 2-piece molecular cluster, C9H14 overall (ωB97M-V with the def2-TZVPD basis set, the Open Molecules 2025 dataset).

Output
E_LUMO ... 0.986 eV
Structure (SMILES) ... Cc1ccccc1.CC
Frontier orbital gap ... 9.95 eV

XYZ file:
```
23
C9H14 ωB97M-V with the def2-TZVPD basis set
C -2.44339 2.23068 -0.03443
C -2.12884 0.75596 -0.16433
C -1.67422 0.30987 -1.41914
C -1.04337 -0.91867 -1.48646
C -0.97663 -1.77193 -0.39863
C -1.59617 -1.40232 0.78976
C -2.04163 -0.10157 0.92506
H -2.37485 2.55459 0.99375
H -3.46422 2.47138 -0.35291
H -1.74903 2.81425 -0.63739
H -2.04458 0.88028 -2.26608
H -0.64449 -1.22119 -2.45367
H -0.53058 -2.75231 -0.48713
H -1.58178 -2.13520 1.58499
H -2.50651 0.27691 1.82174
C 3.29892 0.52604 0.34582
C 3.47798 -1.00862 0.49102
H 4.07910 1.10098 0.83587
H 3.04091 0.83590 -0.66107
H 2.44398 0.74690 0.98088
H 3.03363 -1.46236 -0.38244
H 2.93128 -1.34260 1.37394
H 4.49451 -1.38695 0.60086
```

Run x
# C9H14

A 2-piece molecular cluster, C9H14 overall (ωB97M-V with the def2-TZVPD basis set, the Open Molecules 2025 dataset).

Output
E_LUMO ... 0.959 eV
Structure (SMILES) ... Cc1ccccc1.CC
Frontier orbital gap ... 10.06 eV

XYZ file:
```
23
C9H14 ωB97M-V with the def2-TZVPD basis set
C 1.36880 -1.70866 -1.54854
C -0.00046 -1.46128 -0.91949
C -0.74205 -2.51330 -0.45213
C -2.08194 -2.35112 -0.00432
C -2.57958 -1.09292 0.07432
C -1.84177 0.08059 -0.24167
C -0.62025 -0.21121 -0.78074
H 1.92377 -0.81387 -1.69533
H 1.29804 -2.16683 -2.53108
H 1.97910 -2.42341 -1.03596
H -0.36018 -3.52920 -0.48195
H -2.70163 -3.23184 0.04576
H -3.56949 -0.79915 0.39737
H -2.23824 1.12638 -0.15012
H 0.13960 0.51249 -1.08725
C 2.00956 2.46716 1.39189
C 0.54343 2.72909 1.17386
H 2.49080 3.04933 2.21529
H 2.07020 1.41964 1.81206
H 2.52372 2.30676 0.43075
H 0.27850 3.81433 1.05177
H 0.07056 2.36503 2.09185
H 0.03950 2.43200 0.24365
```

Run y
# C9H14

A 2-piece molecular cluster, C9H14 overall (ωB97M-V with the def2-TZVPD basis set, the Open Molecules 2025 dataset).

Output
E_LUMO ... 0.840 eV
Structure (SMILES) ... Cc1ccccc1.CC
Frontier orbital gap ... 9.65 eV

XYZ file:
```
23
C9H14 ωB97M-V with the def2-TZVPD basis set
C 1.38017 -1.07258 2.76445
C 1.75571 -0.86874 1.28536
C 1.38922 -1.87026 0.38950
C 1.69119 -1.55024 -0.92052
C 2.35586 -0.44843 -1.49707
C 2.60071 0.59295 -0.68334
C 2.18757 0.38532 0.75845
H 1.18929 -2.13596 3.06019
H 0.47392 -0.52678 3.26303
H 2.09078 -0.59242 3.42524
H 1.08625 -2.79033 0.85549
H 1.28112 -2.19459 -1.71110
H 2.30347 -0.24710 -2.57966
H 2.95072 1.52355 -0.78071
H 2.50251 1.14406 1.31637
C -3.08887 0.99790 -1.76877
C -3.78887 1.64453 -0.51415
H -3.02984 -0.11846 -1.45890
H -3.55931 1.24712 -2.65538
H -2.05804 1.32145 -1.91736
H -3.32899 2.63927 -0.18791
H -4.78102 1.83004 -0.90740
H -3.60356 1.08969 0.46420
```

Run z
# C9H14

A 2-piece molecular cluster, C9H14 overall (ωB97M-V with the def2-TZVPD basis set, the Open Molecules 2025 dataset).

Output
E_LUMO ... 1.029 eV
Structure (SMILES) ... Cc1ccccc1.CC
Frontier orbital gap ... 10.07 eV

XYZ file:
```
23
C9H14 ωB97M-V with the def2-TZVPD basis set
C -1.06963 -0.76950 1.88274
C -0.61197 0.49695 1.21659
C -1.45178 1.49630 0.76725
C -0.89318 2.67497 0.27510
C 0.47949 2.88935 0.26281
C 1.29803 1.79649 0.50012
C 0.75959 0.62196 1.02549
H -0.74183 -1.67231 1.37301
H -2.16076 -0.81680 1.97905
H -0.70257 -0.88776 2.90509
H -2.51942 1.43397 0.93600
H -1.57419 3.43399 -0.09323
H 0.80658 3.86825 -0.04632
H 2.37009 1.91454 0.45601
H 1.49988 -0.15060 1.20012
C 0.37977 -2.49325 -1.25848
C 0.73193 -1.54922 -2.40086
H 1.16609 -2.60231 -0.51637
H -0.57015 -2.28054 -0.76476
H 0.18480 -3.51207 -1.59107
H 1.61528 -0.95943 -2.13666
H -0.01458 -0.82040 -2.69118
H 1.01853 -2.11257 -3.28043
```

Most stable structure, least stable structure: run z, run y.

Run w
# C9H14

A 2-piece molecular cluster, C9H14 overall (ωB97M-V with the def2-TZVPD basis set, the Open Molecules 2025 dataset).

Output
E_LUMO ... 1.061 eV
Structure (SMILES) ... Cc1ccccc1.CC
Frontier orbital gap ... 10.11 eV

XYZ file:
```
23
C9H14 ωB97M-V with the def2-TZVPD basis set
C -0.32996 1.70347 -0.07267
C -1.00354 0.53892 0.60625
C -1.76107 0.78173 1.76080
C -2.38805 -0.22148 2.45845
C -2.22150 -1.53260 1.97626
C -1.46449 -1.80442 0.87374
C -0.94972 -0.74034 0.10346
H 0.73575 1.69108 0.17573
H -0.90311 2.60604 0.14108
H -0.26124 1.66718 -1.16991
H -1.95845 1.82205 1.99338
H -3.00033 -0.09330 3.34122
H -2.52627 -2.30062 2.67333
H -1.25797 -2.82453 0.60582
H -0.57617 -0.94126 -0.89068
C 2.61786 0.68281 -1.99319
C 2.34239 -0.81926 -1.65550
H 1.84274 1.04014 -2.67266
H 2.60828 1.34658 -1.12405
H 3.62090 0.82650 -2.39202
H 1.59569 -1.18008 -2.35832
H 1.98920 -0.84258 -0.64124
H 3.24906 -1.40604 -1.73929
```

Run x
# C9H14

A 2-piece molecular cluster, C9H14 overall (ωB97M-V with the def2-TZVPD basis set, the Open Molecules 2025 dataset).

Output
E_LUMO ... 1.032 eV
Structure (SMILES) ... Cc1ccccc1.CC
Frontier orbital gap ... 10.10 eV

XYZ file:
```
23
C9H14 ωB97M-V with the def2-TZVPD basis set
C -2.30844 0.11259 2.64090
C -1.08498 0.37997 1.79251
C -1.17595 1.06204 0.58881
C -0.04492 1.23645 -0.19752
C 1.19692 0.82802 0.26820
C 1.29469 0.16937 1.48632
C 0.15160 -0.07061 2.23998
H -2.17178 0.40990 3.67884
H -2.54239 -0.95820 2.59281
H -3.17277 0.67197 2.29271
H -2.10590 1.51897 0.27648
H -0.06227 1.68550 -1.17891
H 2.08919 1.03757 -0.30466
H 2.28108 -0.09232 1.85223
H 0.22712 -0.67302 3.13272
C 1.64286 -1.82954 -3.42674
C 0.40027 -1.02743 -3.83899
H 2.15290 -1.32667 -2.60921
H 1.46154 -2.85179 -3.09524
H 2.32953 -1.85323 -4.27523
H -0.22170 -0.85493 -2.96168
H -0.17859 -1.54648 -4.59251
H 0.77998 -0.06747 -4.19408
```

Run y
# C9H14

A 2-piece molecular cluster, C9H14 overall (ωB97M-V with the def2-TZVPD basis set, the Open Molecules 2025 dataset).

Output
E_LUMO ... 1.000 eV
Structure (SMILES) ... Cc1ccccc1.CC
Frontier orbital gap ... 10.03 eV

XYZ file:
```
23
C9H14 ωB97M-V with the def2-TZVPD basis set
C 3.24303 0.43785 -0.84702
C 2.06901 -0.52007 -0.89113
C 0.82102 -0.12836 -0.42025
C -0.26584 -0.99793 -0.47808
C -0.10072 -2.27161 -1.00629
C 1.15132 -2.67651 -1.47299
C 2.22393 -1.80126 -1.40569
H 4.13019 -0.13354 -0.56881
H 3.09684 1.18771 -0.07160
H 3.37997 0.91706 -1.81405
H 0.69270 0.86707 -0.01097
H -1.22582 -0.70016 -0.08116
H -0.93320 -2.96264 -1.03968
H 1.24741 -3.67323 -1.88251
H 3.19771 -2.12562 -1.75633
C -2.81270 1.23722 1.22919
C -2.86265 2.41061 2.20861
H -3.78012 1.07626 0.75478
H -2.06623 1.44109 0.46197
H -2.55863 0.30460 1.73406
H -3.20181 3.31126 1.69735
H -3.56550 2.21368 3.01800
H -1.87988 2.58651 2.64262
```

Most stable structure, least stable structure: run y, run w.

Run w
# C9H14

A 2-piece molecular cluster, C9H14 overall (ωB97M-V with the def2-TZVPD basis set, the Open Molecules 2025 dataset).

Output
E_LUMO ... 1.008 eV
Structure (SMILES) ... Cc1ccccc1.CC
Frontier orbital gap ... 9.94 eV

XYZ file:
```
23
C9H14 ωB97M-V with the def2-TZVPD basis set
C 0.13363 1.28068 -2.39737
C 0.63441 1.40307 -0.97698
C -0.17840 0.92586 -0.01361
C -0.07020 1.25936 1.34391
C 1.09916 1.97435 1.70410
C 1.93559 2.53368 0.66212
C 1.69168 2.19150 -0.71023
H 0.84916 1.63835 -3.22902
H -0.82918 1.78339 -2.49023
H 0.01264 0.22679 -2.82817
H -0.98414 0.29824 -0.32770
H -0.85180 0.93974 2.02222
H 1.38761 2.03289 2.72176
H 2.72701 3.14328 0.96498
H 2.18678 2.72279 -1.48295
C -1.00614 -2.45331 1.05794
C -1.38197 -3.60830 0.16790
H -1.37137 -2.42542 2.04941
H 0.02548 -2.53584 1.31809
H -1.49495 -1.52090 0.68531
H -2.40659 -3.79054 0.24468
H -0.76459 -4.49497 0.43688
H -1.34383 -3.52469 -0.92304
```

Run x
# C9H14

A 2-piece molecular cluster, C9H14 overall (ωB97M-V with the def2-TZVPD basis set, the Open Molecules 2025 dataset).

Output
E_LUMO ... 1.036 eV
Structure (SMILES) ... Cc1ccccc1.CC
Frontier orbital gap ... 10.05 eV

XYZ file:
```
23
C9H14 ωB97M-V with the def2-TZVPD basis set
C 0.75933 -1.09448 1.72354
C -0.50520 -0.31452 1.33313
C -1.54450 -0.86935 0.62876
C -2.57911 -0.04768 0.20154
C -2.48626 1.30043 0.24644
C -1.45088 1.93131 0.99357
C -0.48782 1.10350 1.49019
H 0.51587 -1.92688 2.38185
H 1.51322 -0.35825 2.01661
H 1.10633 -1.47753 0.74787
H -1.48855 -1.94222 0.51639
H -3.49503 -0.40604 -0.28668
H -3.26912 1.99894 -0.06217
H -1.56658 2.99698 1.16280
H 0.33478 1.50407 2.08137
C 2.63299 -0.27082 -1.77265
C 1.09805 -0.32052 -2.01213
H 3.12067 0.30185 -2.55952
H 2.89293 0.23194 -0.84028
H 2.92085 -1.32063 -1.82637
H 0.73129 -0.50689 -3.02767
H 0.58774 0.60060 -1.72354
H 0.65901 -1.11380 -1.41306
```

Run y
# C9H14

A 2-piece molecular cluster, C9H14 overall (ωB97M-V with the def2-TZVPD basis set, the Open Molecules 2025 dataset).

Output
E_LUMO ... 1.064 eV
Structure (SMILES) ... Cc1ccccc1.CC
Frontier orbital gap ... 10.06 eV

XYZ file:
```
23
C9H14 ωB97M-V with the def2-TZVPD basis set
C -1.46296 -2.13867 -0.27700
C -0.80924 -1.03045 -1.08177
C -0.64191 0.19163 -0.35893
C -0.12471 1.22587 -1.09800
C 0.34426 1.02929 -2.41523
C 0.21831 -0.18535 -3.00945
C -0.27734 -1.33758 -2.29629
H -2.02662 -1.83960 0.61030
H -0.69720 -2.82553 0.11203
H -2.09825 -2.71947 -0.94880
H -1.23358 0.35327 0.52481
H -0.01061 2.19128 -0.60708
H 1.02062 1.74885 -2.87113
H 0.47610 -0.44061 -4.02539
H -0.34797 -2.30569 -2.76241
C 0.41982 1.36146 3.06327
C 1.43331 0.64745 2.10621
H -0.21681 1.93616 2.39996
H -0.03965 0.67464 3.76259
H 0.95700 2.08753 3.67461
H 2.42778 1.10021 2.21605
H 1.20085 0.72066 1.05589
H 1.48879 -0.44534 2.22577
```

Most stable structure, least stable structure: run x, run w.